The following is a quantum chemistry calculation of a molecular structure, ClH3O2SSi at a distorted geometry, from the Open Molecules 2025 dataset.

ORCA input file:
```
! RIJCOSX wB97M-V def2-TZVPD def2/J DEFGRID3
* xyz 0 1
O 4.26 0.36 -0.13
O 1.45 0.83 0.77
Si 0.58 0.56 -0.53
S 3.64 1.42 0.53
Cl 3.24 2.95 -0.75
H 0.40 1.72 -1.40
H 1.17 -0.56 -1.11
H -0.87 0.24 0.12
*
```

* frontier orbital gap (alpha / beta): 0.29561 / 0.29550 Ha
* ΔE to the lowest compared entry with this formula, charge and spin: 42.7 kcal per mole
* LUMO level (alpha / beta): -2.1 / -2.1 eV
* molecular weight: 130.6 g/mol
* energy: -1300.0691 Ha
* HOMO energy (alpha / beta): -10.1 / -10.1 eV